(1)
Below is a molecular structure, C15H31F5OP2PbTe, with properties calculated with ωB97M-V/def2-TZVPD.

Computed properties:
**E_HOMO (spin up / spin down)**: -14.32 / -14.22 eV
**LUMO level (spin up / spin down)**: -6.891 / -7.775 eV
**Total charge**: +2
**Spin multiplicity**: 1
**ΔE to the lowest compared entry with this formula, charge and spin**: 2.4 kcal per mole

The geometry in XYZ format:
```
56
C15H31F5OP2PbTe | OMol25 | ωB97M-V/def2-TZVPD
P 0.34731 -1.92587 -1.61688
P 0.29011 1.99795 -1.08579
C 0.06755 -0.42651 -2.48516
C 0.98376 0.71668 -2.15172
H -1.32552 -0.15516 -2.23786
H 0.06701 -0.62139 -3.55802
H 1.92459 0.39929 -1.68731
H 1.23056 1.26360 -3.06547
C -0.15674 3.38430 -2.16477
H -0.56710 4.20404 -1.55452
H -0.92493 3.08834 -2.88894
H 0.75025 3.71924 -2.69272
C 1.47907 2.70823 0.03572
H 1.80671 3.68605 -0.34970
H 2.35564 2.03159 0.03624
H 1.06878 2.82144 1.04961
C -0.60693 -3.02135 -2.72243
H -0.88451 -3.95440 -2.21931
H -0.01201 -3.25349 -3.61518
H -1.52274 -2.50560 -3.05133
C 2.06139 -2.46841 -1.52677
H 2.75955 -1.61199 -1.46774
H 2.29661 -3.06567 -2.42829
H 2.21940 -3.11297 -0.64541
Pb 3.18395 0.54378 1.91724
C -1.38530 1.33813 -0.59476
C -2.13116 0.52678 -1.64637
C -3.35953 -0.23585 -1.10869
C -3.25466 -1.33538 -0.02537
C -2.14645 -2.28210 -0.08033
C -0.74198 -1.94130 -0.07539
C -0.30746 -0.65493 0.72733
C -1.16282 0.61733 0.75172
C 2.77013 -1.50677 2.74417
H -1.97066 2.25352 -0.40838
H -2.49969 1.22121 -2.42729
H -3.91983 -0.63890 -1.96417
H -3.96132 0.54232 -0.64978
H -3.34558 -0.88627 0.97992
H -4.14811 -1.97307 -0.16326
H -2.38489 -3.35621 -0.02476
H -0.18738 -2.82571 0.33843
H 0.73815 -0.38576 0.43702
H -0.23119 -0.96895 1.78656
H -2.14098 0.42692 1.20352
H -0.63350 1.33199 1.41935
H 3.08376 -1.57139 3.80002
H 3.35032 -2.21979 2.12954
H 1.70979 -1.78047 2.69405
F 2.06630 3.49070 4.85740
Te 1.30500 1.74790 4.61153
F -0.45658 2.46189 4.52721
F 1.25623 1.44808 6.50188
F 3.11772 0.95806 4.62612
F 0.56541 -0.01065 4.45048
O 1.51450 1.76696 2.75883
```


(2)
Below is 6 unconnected molecules or ions with the total composition C38H29FN2O14S, with properties calculated with ωB97M-V/def2-TZVPD.

Computed properties:
**E_HOMO**: -9.88 eV
**Structure (SMILES)**: CC(=O)OCN(c1cccnc1)S(=O)(=O)F.O=C1C=CC(=O)C=C1.O=C1C=CC(=O)C=C1.O=C1C=CC(=O)C=C1.O=C1C=CC(=O)C=C1.O=C1C=CC(=O)C=C1
**LUMO level**: -1.703 eV
**Spin multiplicity**: 1

The geometry in XYZ format:
```
85
C38H29FN2O14S | OMol25 | ωB97M-V/def2-TZVPD
C 2.67747 -4.18446 1.95011
C 2.58373 -3.22837 0.79068
O 2.91126 -3.52956 -0.33000
O 2.13269 -1.99004 1.14695
C 1.18208 -1.43979 0.26404
N -0.12551 -1.19064 0.86789
C -0.96920 -2.36919 0.98365
C -1.08599 -3.10446 2.15761
C -1.93075 -4.19238 2.08614
C -2.56791 -4.47277 0.90695
N -2.51025 -3.78071 -0.22799
C -1.69141 -2.73234 -0.11996
S -0.06168 -0.25151 2.22146
O 0.59951 -0.87111 3.31272
O 0.44683 1.02181 1.86692
F -1.54498 -0.07904 2.58861
H 3.23652 -3.67637 2.73536
H 3.26444 -5.03652 1.63555
H 1.69505 -4.43926 2.33124
H 1.53371 -0.49403 -0.14677
H 1.00806 -2.07422 -0.59795
H -0.55530 -2.88720 3.06826
H -2.08233 -4.82040 2.94172
H -3.19487 -5.35629 0.88258
H -1.59182 -2.11030 -1.00402
O -2.10895 -7.33696 -1.23126
C -1.66322 -7.08517 -2.32948
C -0.52142 -6.15223 -2.49827
C -0.03144 -5.87190 -3.70255
C -0.60536 -6.48114 -4.92829
O -0.15880 -6.22780 -6.02545
C -1.74797 -7.41431 -4.75889
C -2.23747 -7.69451 -3.55436
H -0.11706 -5.71879 -1.59209
H 0.80040 -5.19418 -3.84700
H -2.15262 -7.84733 -5.66472
H -3.06910 -8.37214 -3.40905
O 3.54572 6.66272 -0.48122
C 3.36219 5.46436 -0.53326
C 2.86115 4.71104 0.64280
C 2.66251 3.39607 0.58545
C 2.92969 2.63482 -0.65932
O 2.73469 1.43758 -0.71027
C 3.42759 3.38680 -1.83427
C 3.62882 4.70062 -1.77790
H 2.66834 5.28880 1.53778
H 2.29478 2.82582 1.42963
H 3.61348 2.81052 -2.73207
H 3.99012 5.26708 -2.61993
O -4.37162 -4.29005 3.38892
C -5.54350 -4.40007 3.08850
C -6.55151 -4.83368 4.08711
C -7.83543 -4.95759 3.76320
C -8.31508 -4.66546 2.38903
O -9.48447 -4.77658 2.09520
C -7.30653 -4.23072 1.39055
C -6.02220 -4.10652 1.71404
H -6.18219 -5.04114 5.08336
H -8.58598 -5.27322 4.47653
H -7.67562 -4.02238 0.39452
H -5.27458 -3.78902 0.99868
O 2.30640 5.56151 -4.14694
C 1.16294 5.41563 -4.52500
C 0.10428 4.94185 -3.59977
C -1.14937 4.77871 -4.01266
C -1.54223 5.06530 -5.41552
O -2.68393 4.91850 -5.79095
C -0.48172 5.53954 -6.34025
C 0.77188 5.70239 -5.92672
H 0.41034 4.73915 -2.58097
H -1.93651 4.43365 -3.35457
H -0.78780 5.74244 -7.35849
H 1.55969 6.04760 -6.58400
O 7.32415 7.98320 4.58752
C 6.18303 7.83204 4.20873
C 5.12318 7.35694 5.13323
C 3.87115 7.18874 4.71805
C 3.48009 7.47049 3.31381
O 2.33642 7.31481 2.94091
C 4.53863 7.94618 2.38769
C 5.79120 8.11341 2.80599
H 5.42842 7.15772 6.15257
H 3.08370 6.84206 5.37532
H 4.23637 8.14351 1.36744
H 6.57893 8.45956 2.14912
```


(3)
Below is a molecular structure, C3H2N2O, with properties calculated with ωB97M-V/def2-TZVPD.

Computed properties:
**E_HOMO**: -10.10 eV
**LUMO level**: -0.736 eV
**Spin multiplicity**: 1
**ΔE to the lowest compared entry with this formula, charge and spin**: 32.8 kcal per mole

The geometry in XYZ format:
```
8
C3H2N2O | OMol25 | ωB97M-V/def2-TZVPD
C 1.82630 0.17048 0.13402
C -2.27700 0.84250 0.20775
C 0.48063 -0.30563 0.24974
N 2.84139 0.69067 0.08810
N -0.48050 0.23965 -0.34285
O -3.15814 0.06991 0.09740
H 0.16348 -1.12180 0.89193
H -0.37641 1.10499 -0.80559
```


Computed molar mass, in the same sequence as the records: 719.150; 788.715; 82.062 u.
Computed total energy, in the same sequence as the records: -2307.5506; -3126.1784; -300.1792 Eh.
Computed largest force on an atom, in the same sequence as the records: 3.69; 2.68; 5.20 eV/Å.